195
Properties=species:S:1:pos:R:3:forces:R:3 method="wB97M-V/def2-TZVPD" homo_lumo_gap_ev=8.874 lumo_energy_ev=0.508 max_force_ev_per_a=5.05 homo_energy_ha=-0.307 relative_energy_kj_mol=326.2
C 2.2161 -1.1330 -2.3134 0.509 -2.566 0.829
O 1.7267 -2.2583 -1.4926 0.749 0.740 -2.086
C 1.5249 -3.4480 -2.3184 0.588 1.626 -1.387
C 0.8580 -4.4112 -1.4224 -0.980 0.136 -0.660
N 1.5843 -4.6038 -0.1986 -0.104 -1.249 -0.519
C 0.9619 -5.6255 0.5927 1.297 -1.245 0.882
C 1.7916 -5.7679 1.9040 -0.100 -0.646 -1.171
O 1.8657 -4.5099 2.4838 -1.269 0.094 0.090
C 2.7855 -4.3901 3.5399 -0.671 0.511 -1.243
H 2.1412 -0.2408 -1.7779 -0.024 1.221 1.523
H 1.5683 -0.9676 -3.1417 -0.379 -0.379 -1.112
H 3.2856 -1.2909 -2.5838 -0.739 0.008 -0.144
H 2.4585 -3.8502 -2.7905 -0.112 0.400 0.923
H 0.9105 -3.1881 -3.2351 0.143 -0.167 1.185
H 0.6656 -5.3252 -2.0476 0.370 0.303 1.052
H -0.1217 -3.9623 -1.2108 -0.352 -0.200 -0.023
H 1.7387 -3.7722 0.3381 -0.195 0.515 -0.080
H 1.0867 -6.5654 0.0244 -0.167 0.100 0.316
H -0.1255 -5.5506 0.7989 0.286 0.493 0.047
H 2.8181 -6.1077 1.6897 -0.121 -0.002 -0.405
H 1.3706 -6.5606 2.5401 -0.263 0.341 0.295
H 3.7291 -4.2329 3.0696 1.247 -0.013 0.081
H 2.7908 -5.2736 4.1457 -0.007 -0.312 0.788
H 2.4637 -3.4721 3.9952 0.188 0.189 0.986
C -4.3994 1.6263 -1.1789 -0.220 -0.858 -1.565
O -3.0156 1.9295 -1.2128 0.232 1.326 -0.292
C -2.6616 3.3443 -1.3249 0.194 -1.067 0.038
C -1.1786 3.4060 -1.6509 -1.055 -0.226 -1.225
N -0.7877 4.7805 -1.6258 1.629 0.944 -1.107
C -0.2783 5.2988 -0.3772 0.070 0.690 0.201
C 0.4432 6.6247 -0.5495 -0.800 0.252 -1.565
O 1.6338 6.2552 -1.2226 0.496 0.711 0.038
C 2.6323 7.2643 -1.2635 -0.141 -0.222 1.269
H -4.5691 0.6437 -1.7131 0.493 0.767 0.708
H -4.9784 2.3254 -1.7947 0.058 0.265 0.356
H -4.7542 1.5447 -0.1706 -0.366 0.067 0.545
H -2.6978 3.8602 -0.3653 -0.795 -0.067 0.277
H -3.2820 3.8873 -2.0707 0.339 -0.497 0.380
H -1.0093 3.0566 -2.6816 -0.139 -0.199 0.313
H -0.6126 2.7829 -0.9878 0.389 -0.556 0.565
H -0.0237 4.8466 -2.3128 -0.436 0.413 0.545
H 0.4815 4.7063 0.1091 0.244 -0.872 0.038
H -1.0815 5.3609 0.3215 -0.746 0.336 0.612
H 0.6578 7.1360 0.3625 0.316 -0.020 1.133
H -0.1374 7.3911 -1.1309 0.266 -0.765 0.041
H 3.5124 6.7888 -1.6209 0.798 -0.448 -0.475
H 2.9091 7.6612 -0.2466 -0.592 -0.255 -0.706
H 2.3973 8.0761 -1.9298 -0.376 0.488 -0.244
C -8.3604 -1.3118 0.9432 -1.286 0.661 -1.507
O -7.4646 -0.7334 1.8338 0.591 0.347 0.051
C -6.1915 -1.3539 1.9724 -0.183 -0.386 -2.509
C -5.3024 -0.4444 2.7286 1.011 -0.313 2.101
N -5.1472 0.9004 2.1776 -0.691 0.181 -0.199
C -4.0988 1.6808 2.8172 -0.642 0.385 1.358
C -4.1842 3.1480 2.4797 -1.144 0.200 0.266
O -5.5111 3.6604 2.8615 1.863 -1.134 0.853
C -5.6620 4.9355 2.3858 -1.430 1.889 -1.124
H -9.1179 -1.9240 1.4519 -0.071 0.382 0.039
H -7.9140 -1.9790 0.2186 0.649 -0.286 -0.152
H -8.8563 -0.5122 0.2591 0.605 -1.085 1.518
H -5.6624 -1.5423 0.9412 -1.264 0.348 1.462
H -6.3249 -2.3365 2.4535 0.312 0.216 0.041
H -4.3197 -0.9810 2.7428 -0.424 0.699 -0.070
H -5.6407 -0.4897 3.8203 0.315 0.535 -0.991
H -6.0124 1.4618 2.3211 0.663 -0.909 -0.237
H -3.0870 1.3376 2.6851 0.285 -0.423 -0.738
H -4.2431 1.6397 3.9030 -0.017 -0.008 0.377
H -4.0941 3.3332 1.4163 0.190 -0.032 -0.441
H -3.4010 3.7073 3.0068 -0.132 -0.041 -0.017
H -5.0137 5.7810 2.7273 0.348 -1.094 0.028
H -6.6653 5.3295 2.6218 0.137 -0.549 0.136
H -5.6500 4.8701 1.2897 0.288 0.509 -0.116
C 5.0542 -0.9408 0.9864 -2.373 1.386 -1.370
O 5.5590 -0.5386 2.1966 -0.377 -0.588 1.668
C 5.1433 -1.4558 3.2158 -1.761 0.911 0.175
C 5.8729 -1.1678 4.5104 0.621 2.278 -0.120
N 5.2733 -1.8428 5.5893 -2.488 -0.676 -0.031
C 5.7908 -1.6770 6.9060 1.378 -0.827 1.337
C 4.9061 -2.5924 7.7698 0.640 0.911 -0.014
O 5.4543 -2.8680 9.0659 0.167 0.823 -0.824
C 4.5984 -3.7532 9.6965 -2.161 -0.472 0.636
H 5.2966 -1.9130 0.6766 0.717 -1.719 -0.095
H 5.4426 -0.2671 0.2496 0.279 0.442 -0.537
H 3.9073 -0.8966 0.8554 1.278 0.117 0.700
H 5.3205 -2.4490 2.8533 0.271 -0.805 -0.026
H 3.9661 -1.4177 3.3906 2.074 0.239 -0.342
H 5.8281 -0.0419 4.7235 0.307 -0.949 -0.650
H 6.9241 -1.4486 4.4525 0.100 0.020 -0.215
H 4.2955 -1.4631 5.6411 1.011 -0.643 -0.003
H 5.8932 -0.6226 7.1794 -0.438 0.061 0.398
H 6.8103 -2.0950 7.0956 -0.438 0.137 -0.876
H 4.8137 -3.4826 7.1453 -0.087 -0.335 0.345
H 3.9203 -2.1423 7.8994 -0.222 -0.119 -0.070
H 3.5520 -3.5599 9.3134 0.744 -0.407 0.485
H 4.5052 -3.6326 10.8054 0.688 0.099 -0.857
H 4.8403 -4.7931 9.4516 0.041 -0.020 0.117
C -0.6184 -3.7697 -7.8442 -0.701 -1.368 -1.586
O -0.2138 -2.5785 -8.4288 0.260 1.372 0.925
C 0.8694 -1.9801 -7.6512 0.158 -1.975 -0.981
C 0.9647 -0.5412 -8.0968 1.421 0.056 1.044
N -0.0532 0.2944 -7.4860 -0.020 0.091 0.528
C 0.2139 0.6334 -6.0328 -0.645 -2.116 -1.765
C -1.0919 1.0999 -5.4665 -0.652 -0.490 0.653
O -1.8681 -0.0488 -5.0265 0.647 1.042 -1.087
C -2.9714 0.3650 -4.3008 -0.848 0.220 2.145
H -1.5842 -4.1418 -8.2954 0.938 0.613 0.353
H -0.7299 -3.6901 -6.7932 -0.232 0.115 1.208
H 0.1445 -4.5149 -8.0643 0.088 -0.514 0.169
H 1.8001 -2.5181 -7.9573 -0.354 0.258 0.158
H 0.7549 -2.2466 -6.5507 -0.186 0.934 -1.098
H 0.9218 -0.5045 -9.2103 0.036 -0.009 0.813
H 2.0074 -0.2363 -7.7489 -1.239 0.211 -0.610
H -0.9326 -0.2321 -7.5756 0.362 0.393 0.264
H 0.9019 1.4361 -6.0168 0.817 0.856 0.077
H 0.6730 -0.2674 -5.4985 -0.761 1.126 -0.215
H -1.6773 1.6583 -6.2475 0.589 -0.260 0.775
H -0.9274 1.7001 -4.5612 -0.013 0.227 -0.336
H -2.7119 0.9393 -3.3645 0.256 -0.508 -0.762
H -3.5014 -0.5243 -3.9396 0.013 0.093 -0.244
H -3.6829 1.0250 -4.8030 0.070 -0.136 -0.662
C 2.9488 3.1787 -0.1426 -0.156 -0.729 -2.068
O 2.3367 2.7760 -1.4410 -2.273 1.515 4.243
C 3.2164 2.3693 -2.3601 2.579 -0.089 0.356
C 2.4667 1.9817 -3.5543 -1.114 -1.926 -1.689
N 1.6507 3.0126 -4.1065 -0.410 0.456 -0.458
C 2.3307 4.1610 -4.6572 -1.909 1.312 0.289
C 1.1922 5.1469 -5.1274 0.796 -0.547 -0.526
O 0.4837 4.7225 -6.2753 -0.412 0.279 0.052
C 1.1202 5.1138 -7.4733 0.080 -1.568 -0.196
H 3.8352 3.8081 -0.3519 -0.298 -0.318 0.142
H 3.2272 2.2746 0.4353 -0.118 0.482 -0.265
H 2.1984 3.7775 0.3435 -0.115 -0.007 0.321
H 3.7835 1.5506 -1.8997 0.552 -0.252 -0.623
H 3.8620 3.2435 -2.5161 0.701 -0.335 -0.634
H 1.7406 1.1668 -3.3128 0.680 0.464 0.107
H 3.0757 1.5564 -4.3800 0.115 0.285 0.576
H 0.9554 3.3067 -3.4222 0.334 -0.046 -0.167
H 3.0279 3.9023 -5.4411 0.035 -0.240 -0.390
H 2.8672 4.7513 -3.9166 0.447 0.072 0.341
H 1.6594 6.1220 -5.4150 -0.469 -0.340 0.988
H 0.4227 5.1721 -4.3222 0.690 0.517 -0.398
H 0.4047 5.4072 -8.2398 -0.398 -0.672 -0.023
H 1.7444 4.2195 -7.7918 -0.317 1.488 -0.146
H 1.6409 6.0399 -7.3198 1.043 0.273 0.123
C 3.7165 0.4391 8.4896 -0.118 2.252 0.588
O 3.6208 0.4944 7.0916 0.810 -1.900 0.012
C 3.0742 1.6275 6.5222 0.716 1.089 -0.727
C 2.3734 1.2780 5.2163 -0.687 0.788 -0.928
N 1.2554 0.3953 5.5411 0.026 -0.176 -0.988
C 0.0806 0.3609 4.5727 2.314 -0.876 1.227
C -0.7346 -0.7980 5.0811 -0.699 -0.131 -2.101
O 0.0192 -1.9927 4.9012 -0.646 0.368 0.794
C -0.6902 -3.1140 5.4220 1.002 0.674 -0.302
H 4.1986 1.3552 8.8942 0.129 -0.218 -0.335
H 4.3282 -0.3734 8.8205 0.062 -0.610 -0.064
H 2.7430 0.4744 8.9901 -0.223 -0.540 -0.231
H 3.9015 2.3742 6.2559 -0.985 -0.544 0.763
H 2.3269 1.9992 7.2457 0.187 0.502 -0.579
H 3.0259 0.9617 4.3142 -0.483 0.041 1.591
H 1.9491 2.2307 4.8562 0.058 -0.102 0.137
H 1.6849 -0.5394 5.5626 -0.843 0.289 0.087
H 0.4571 0.1836 3.5526 -0.387 0.148 0.261
H -0.5157 1.2630 4.6094 0.122 0.383 0.122
H -1.6171 -0.8856 4.3917 0.171 0.089 0.826
H -1.0338 -0.6083 6.1121 -0.025 -0.235 0.130
H -1.7058 -3.1447 5.0947 -0.993 0.313 -0.170
H -0.6351 -3.1617 6.5102 0.038 -0.079 0.038
H -0.2126 -3.9215 4.9287 0.507 -1.212 0.066
C -3.3725 -3.4225 -5.1421 -0.966 -0.014 -0.980
C -2.2229 -3.4780 -4.1428 -0.280 1.181 -1.584
O -1.1879 -2.5337 -4.3919 0.733 -1.000 0.839
H -4.1817 -2.7101 -4.9097 0.330 -0.236 0.402
H -3.8326 -4.4222 -5.2402 0.046 0.388 0.183
H -3.1284 -3.1343 -6.1799 0.616 -0.216 0.433
H -1.7848 -4.4457 -4.2148 0.504 -0.883 0.113
H -2.6460 -3.3589 -3.1627 0.183 0.235 0.690
H -1.3731 -1.8290 -5.0098 -0.835 0.402 -0.055
C -5.0467 -4.2452 -2.1601 0.391 -0.793 0.608
C -5.4089 -3.2019 -1.1284 -0.220 1.345 -0.643
O -5.4793 -1.9666 -1.9117 0.043 -0.328 0.625
H -4.3774 -5.0214 -1.7453 -0.150 0.382 -0.084
H -4.5251 -3.7758 -3.0223 -0.937 -0.487 0.643
H -5.9791 -4.7690 -2.3671 0.187 0.025 -0.899
H -4.7222 -3.1065 -0.2925 0.506 0.083 -0.105
H -6.3860 -3.3803 -0.6680 -0.011 -0.180 -0.164
H -5.6955 -1.2128 -1.3485 -0.009 -0.214 0.127
C -0.2489 -1.0526 1.1141 1.709 -0.767 -0.435
C -0.5248 0.1537 0.2860 -0.800 0.788 0.329
O -1.6654 0.8046 0.8908 1.537 -1.004 1.333
H 0.6755 -1.5498 0.7142 -0.923 0.107 0.335
H -1.0853 -1.7211 1.1261 -0.480 -0.579 -0.411
H -0.0736 -0.8522 2.1556 0.181 0.426 0.287
H -0.7882 -0.1319 -0.7366 0.145 -0.013 -0.058
H 0.3420 0.8454 0.2460 -0.288 -0.254 0.039
H -2.1089 1.2959 0.2337 -1.022 0.926 -1.510